Entry 1:
A molecular structure, C14H25N4O3PSW at a distorted geometry. Source: OMol25; level of theory: ωB97M-V/def2-TZVPD.

energy above the lowest of the compared OMol25 structures with the same formula, charge and spin = 9.8 kcal/mol
max |F| = 1.3 eV/A
lowest unoccupied orbital energy = -15.38 eV
frontier orbital gap = 7.3 eV
total charge = +4

Positions of all 49 atoms, in Å:
W1 0.36899 0.32638 -0.11277
N1 0.71689 -0.86042 -2.03647
C1 2.14624 -0.77150 -2.47268
C2 3.00786 -0.52642 -1.26418
O1 4.18478 -0.47069 -1.21039
N2 2.20780 -0.29080 -0.04000
C3 3.04560 -0.28698 1.15282
C4 2.43948 0.34863 2.35914
O2 2.50747 0.73076 3.40323
O3 0.60379 0.67859 1.51816
H1 0.49754 -1.84511 -1.87563
H2 0.12182 -0.56895 -2.81580
H3 2.27155 0.05843 -3.17116
H4 2.47026 -1.68190 -2.98000
H5 3.99224 0.25261 0.99436
H6 3.30583 -1.30875 1.46611
C5 -1.04631 -3.85553 -0.97292
C6 -1.87331 -2.58707 -0.74482
P1 -1.26857 -1.50608 0.57270
C7 -2.41830 -0.11985 0.91568
C8 -3.84853 -0.24839 0.36244
C9 -0.88494 -2.40566 2.09578
C10 -2.16429 -3.12618 2.57756
H7 -1.47047 -4.40387 -1.81250
H8 -1.07367 -4.51182 -0.10430
H9 0.00703 -3.66178 -1.19884
H10 -2.88579 -2.84587 -0.40546
H11 -2.01407 -1.99812 -1.65677
H12 -2.00029 0.83937 0.52059
H13 -2.39483 0.03028 2.00085
H14 -3.87246 -0.36146 -0.72062
H15 -4.40115 0.65169 0.62548
H16 -4.35545 -1.09940 0.81688
H17 -0.53644 -1.67167 2.82654
H18 -0.07493 -3.11285 1.90290
H19 -2.98435 -2.43198 2.76147
H20 -1.93144 -3.61269 3.52486
H21 -2.48639 -3.89910 1.88179
S1 -0.36919 2.05510 -1.56123
C11 0.53376 3.49983 -1.01149
N3 0.21028 4.67916 -1.58377
C12 0.86519 5.81182 -1.25370
C13 1.87152 5.74384 -0.31517
C14 2.14673 4.50220 0.23774
N4 1.47577 3.38640 -0.11516
H22 -0.53417 4.73576 -2.27825
H23 0.54934 6.71767 -1.75938
H24 2.41824 6.63270 -0.02761
H25 2.92332 4.38963 0.98401

Results of the Mulliken charge analysis, in e, for atoms 1 through 8: W 1.607; N -0.582; C -0.481; C 0.288; O -0.393; N -0.088; C -0.367; C 0.261


Entry 2:
A single C14H25NO6S molecule. Source: OMol25; level of theory: ωB97M-V/def2-TZVPD.

energy above the lowest of the compared OMol25 structures with the same formula, charge and spin = 3.7 kcal/mol
max |F| = 0.6 eV/A
lowest unoccupied orbital energy = 0.70 eV
frontier orbital gap = 9.7 eV
total charge = 0

Positions of all 47 atoms, in Å:
C1 4.55095 -3.00489 2.70902
C2 3.48156 -2.86720 1.63561
O1 2.16872 -2.94938 2.19795
C3 1.64821 -1.83252 2.69618
O2 2.20014 -0.76131 2.71121
C4 0.24025 -2.06133 3.18437
S1 -0.89094 -1.60034 1.82256
C5 -0.68276 0.21852 1.88292
C6 -1.28429 0.86405 0.63485
N1 -0.52731 0.55568 -0.54742
C7 -0.09949 1.55220 -1.37488
O3 -0.10253 2.71922 -1.06527
O4 0.34667 1.02248 -2.51855
C8 0.90808 1.86944 -3.55221
C9 -0.13877 2.86899 -4.04283
C10 1.27944 0.89222 -4.66815
C11 2.15177 2.58783 -3.03020
C12 -2.73502 0.40443 0.46560
O5 -3.13578 -0.19085 -0.49770
O6 -3.46839 0.74598 1.51873
C13 -4.82500 0.28706 1.54177
C14 -4.90618 -1.13365 2.07944
H1 4.48944 -2.17171 3.40493
H2 5.53328 -3.00396 2.24587
H3 4.41684 -3.93455 3.25684
H4 3.53256 -3.68854 0.91842
H5 3.58498 -1.90885 1.11682
H6 0.01119 -1.43992 4.04836
H7 0.06056 -3.11385 3.38663
H8 0.38458 0.43153 1.94020
H9 -1.19478 0.58334 2.77338
H10 -1.26166 1.95530 0.75310
H11 -0.66729 -0.35773 -0.95454
H12 -0.40215 3.55779 -3.24512
H13 -1.03533 2.34250 -4.36303
H14 0.25872 3.43360 -4.88160
H15 1.99915 0.16491 -4.30214
H16 1.71254 1.43159 -5.50521
H17 0.39387 0.36098 -5.00633
H18 2.86883 1.86388 -2.64907
H19 2.61334 3.15262 -3.83535
H20 1.88152 3.26970 -2.22882
H21 -5.35114 0.98998 2.19037
H22 -5.23144 0.33592 0.52690
H23 -4.35445 -1.80743 1.42857
H24 -5.94428 -1.45004 2.12032
H25 -4.47825 -1.18371 3.07748

Results of the Mulliken charge analysis, in e, for atoms 1 through 8: C -1.106; C -0.236; O -0.331; C 0.562; O -0.595; C -0.540; S -0.184; C -1.180


Entry 3:
A molecular structure, C14H26AlBBrIN2O3 at a distorted geometry. Source: OMol25; level of theory: ωB97M-V/def2-TZVPD.

max |F| = 1.1 eV/A
lowest unoccupied orbital energy = -1.84 eV
frontier orbital gap = 4.7 eV
total charge = 0

Positions of all 49 atoms, in Å:
C1 -3.80416 0.86977 -1.28196
C2 -4.48563 -0.46902 -1.18509
C3 -5.52205 -0.77350 -2.07118
C4 -6.20266 -1.97903 -2.02941
C5 -5.85326 -2.90788 -1.05529
C6 -4.82238 -2.61255 -0.17312
C7 -4.11110 -1.41025 -0.20719
C8 -3.01916 -1.16044 0.78746
Al1 -1.36402 -2.31122 0.62728
I1 -1.76027 -4.58436 -0.58615
C9 -0.69051 -2.74653 2.54560
C10 -1.36936 -3.94121 3.01363
O1 -2.48518 -4.03586 3.37571
Br1 -0.26791 -5.60874 3.06523
B1 0.16446 -1.33759 -0.52218
N1 0.71129 -0.01786 -0.23379
O2 0.71529 -1.94330 -1.66980
H1 -4.33980 1.48145 -2.00553
H2 -2.76852 0.78096 -1.59935
H3 -3.86741 1.40009 -0.33592
H4 -5.79829 -0.03341 -2.81116
H5 -6.99002 -2.21438 -2.72806
H6 -6.33785 -3.86670 -0.96456
H7 -4.55279 -3.33706 0.58142
H8 -2.70118 -0.12304 0.70193
H9 -3.45939 -1.26480 1.78087
H10 0.37035 -2.97209 2.49074
H11 -0.92514 -1.93741 3.22969
H12 1.59894 0.06571 -0.72986
H13 0.88623 0.05655 0.76195
H14 0.11541 -1.91292 -2.42023
C11 5.69637 4.07054 -0.10444
C12 4.27370 3.69504 -0.48696
C13 3.49566 2.92666 0.57717
O3 3.96818 1.60012 0.63741
C14 4.91427 1.29550 1.67023
N2 4.31198 2.75546 -1.66626
H15 6.34688 3.19732 -0.04087
H16 6.13102 4.75170 -0.83828
H17 5.70472 4.57398 0.85940
H18 3.72587 4.58391 -0.79836
H19 2.44788 2.86767 0.26517
H20 3.51864 3.42722 1.54542
H21 4.79898 1.96210 2.52493
H22 5.93636 1.35529 1.29070
H23 4.72827 0.27313 1.98936
H24 4.97839 3.03781 -2.38377
H25 3.38982 2.64586 -2.09570
H26 4.56906 1.82727 -1.29683

Results of the Mulliken charge analysis, in e, for atoms 1 through 8: C -1.483; C 1.064; C -0.638; C -0.640; C -0.776; C -0.488; C 0.273; C -0.623


Entry 4:
A molecular structure, C14H26BCdF2I2N4Te. Source: OMol25; level of theory: ωB97M-V/def2-TZVPD.

max |F| = 0.4 eV/A
lowest unoccupied orbital energy = -4.08 eV
frontier orbital gap = 6.5 eV
total charge = +1

Positions of all 51 atoms, in Å:
Cd1 0.02370 2.35698 1.17221
N1 -1.40040 3.90657 0.16190
C1 -2.71186 3.24848 0.04212
C2 -2.58170 1.95514 -0.74945
N2 -1.50835 1.05986 -0.26220
C3 -0.72442 0.49722 -1.38684
C4 0.15276 1.51455 -2.08599
N3 1.14337 2.06696 -1.15209
C5 -2.05778 -0.05964 0.53168
C6 -2.60999 0.38232 1.87024
N4 -1.53806 1.00255 2.66503
H1 -1.46737 4.71845 0.76908
H2 -1.07570 4.24071 -0.74007
H3 -3.45768 3.88225 -0.44228
H4 -3.06354 3.05984 1.05590
H5 -2.38110 2.20275 -1.79222
H6 -3.54195 1.42996 -0.74316
H7 -1.38924 0.01399 -2.11329
H8 -0.08629 -0.28112 -0.96397
H9 -0.43341 2.34836 -2.47622
H10 0.60368 1.02593 -2.95436
H11 1.64388 2.84169 -1.57231
H12 1.84188 1.36497 -0.92515
H13 -1.23840 -0.76224 0.69796
H14 -2.83455 -0.58641 -0.03561
H15 -3.06093 -0.48323 2.36166
H16 -3.40850 1.11214 1.74260
H17 -0.89850 0.28878 3.00188
H18 -1.91377 1.45888 3.48919
I1 -0.87128 5.13835 3.55488
I2 -1.49029 7.67174 4.01594
F1 2.45224 1.41802 2.87577
B1 1.84599 2.51248 2.41789
F2 2.42923 3.65955 2.74997
C7 0.91617 -3.36855 0.87974
Te1 1.87016 -1.48373 1.13899
C8 2.69541 -1.80565 -0.80022
C9 2.46917 -3.27179 -1.09671
C10 3.10446 -3.87938 -2.17838
C11 2.88851 -5.21713 -2.45836
C12 2.03255 -5.96385 -1.65676
C13 1.40064 -5.36521 -0.58089
C14 1.61445 -4.01846 -0.29338
H19 -0.14824 -3.23124 0.68984
H20 1.03446 -3.94291 1.79592
H21 3.75277 -1.54967 -0.77762
H22 2.19946 -1.16962 -1.53571
H23 3.77850 -3.29866 -2.79670
H24 3.39297 -5.68133 -3.29528
H25 1.86661 -7.01239 -1.86621
H26 0.74026 -5.94721 0.05102

Results of the Mulliken charge analysis, in e, for atoms 1 through 8: Cd 0.734; N -0.540; C -0.579; C -1.079; N 0.852; C -0.100; C -0.829; N -0.519


Number 1: E_tot -1798.26023 a.u., E_HOMO -22.66 eV. Number 2: E_tot -1452.91419 a.u., E_HOMO -8.97 eV. Number 3: E_tot -4023.32722 a.u., E_HOMO -6.51 eV. Number 4: E_tot -2023.74556 a.u., E_HOMO -10.54 eV.